Record 1
Formula: C5H8O
Source: the OMol25 dataset
Level of theory: wB97M-V/def2-TZVPD

```
! RIJCOSX wB97M-V def2-TZVPD def2/J DEFGRID3
* xyz 0 1
O 1.254 -1.530 0.727
C 0.717 -0.650 -0.125
C -0.766 -0.852 -0.403
C -1.315 0.513 -0.495
C -0.394 1.436 -0.142
C 0.863 0.791 0.223
H 1.144 -1.425 1.674
H 1.286 -0.864 -1.022
H -0.919 -1.407 -1.321
H -1.254 -1.432 0.373
H -2.320 0.728 -0.824
H 0.521 0.899 1.416
H -0.546 2.510 -0.186
H 1.812 1.282 0.134
*
```

Calculated values
energy relative to the best compared isomer or geometry (same formula, charge and spin): 41.2 kcal per mole
SMILES string: OC1CC=CC1

Atom charges from the Mulliken analysis, given in e for atoms 1 to 2:
1 O -0.536
2 C 0.039

Record 2
Formula: CHNO3S2
Source: the OMol25 dataset
Level of theory: wB97M-V/def2-TZVPD

```
! RIJCOSX wB97M-V def2-TZVPD def2/J DEFGRID3
* xyz 0 1
C 0.043 0.829 -0.009
N 0.284 -1.476 0.663
O -0.801 -1.670 0.229
O 0.928 -2.116 1.350
O 0.911 -0.227 0.284
S -1.140 1.458 0.883
S 0.236 1.089 -1.681
H -0.460 2.112 -1.719
*
```

Calculated values
energy relative to the best compared isomer or geometry (same formula, charge and spin): 35.9 kcal per mole
SMILES string: O=[N+]([O-])OC(=S)S

Atom charges from the Mulliken analysis, given in e for atoms 1 to 2:
1 C 0.399
2 N 1.065

Record 3
Formula: C6H9N2
Source: the OMol25 dataset
Level of theory: wB97M-V/def2-TZVPD

```
! RIJCOSX wB97M-V def2-TZVPD def2/J DEFGRID3
* xyz 1 1
C -0.909 -0.685 -0.021
C -0.762 0.762 0.072
C 1.304 0.078 0.089
C -1.781 -1.700 -0.205
C -1.861 1.697 0.236
C 2.757 0.104 -0.111
N 0.488 1.165 0.201
N 0.687 -1.036 -0.072
H -1.498 -2.699 -0.407
H -2.834 -1.526 -0.025
H -1.344 2.527 -0.185
H -2.189 1.952 1.191
H -2.635 1.279 -0.335
H 3.135 -0.822 0.381
H 3.258 1.031 0.399
H 3.188 -0.061 -1.132
H 0.996 -2.069 -0.078
*
```

Calculated values
energy relative to the best compared isomer or geometry (same formula, charge and spin): 61.7 kcal per mole
SMILES string: C=C1[NH+]=C(C)N=C1C

Atom charges from the Mulliken analysis, given in e for atoms 1 to 2:
1 C 0.515
2 C 0.763

Record 4
Formula: C18H106O44
Source: the OMol25 dataset
Level of theory: wB97M-V/def2-TZVPD

```
! RIJCOSX wB97M-V def2-TZVPD def2/J DEFGRID3
* xyz 0 1
C 5.408 -0.120 4.037
C 4.940 1.222 4.624
O 4.545 2.209 3.637
O 4.325 -0.910 3.587
H 5.851 -0.649 4.859
H 6.229 0.033 3.326
H 5.711 1.717 5.182
H 4.120 1.053 5.321
H 3.675 1.961 3.364
H 3.803 -0.535 2.856
C -5.499 -1.351 -1.410
C -5.707 0.157 -1.319
O -5.841 0.602 0.025
O -4.335 -1.801 -0.708
H -5.480 -1.675 -2.524
H -6.347 -1.833 -0.981
H -6.551 0.397 -1.998
H -4.826 0.617 -1.746
H -6.471 0.102 0.570
H -3.978 -2.603 -1.112
C 3.981 -5.839 0.372
C 3.529 -7.107 -0.527
O 2.103 -6.999 -0.612
O 3.140 -5.724 1.543
H 3.804 -4.947 -0.242
H 4.982 -5.881 0.614
H 3.737 -8.094 -0.043
H 3.961 -7.056 -1.514
H 1.811 -6.436 -1.315
H 2.251 -5.987 1.213
C -2.506 -2.326 6.244
C -1.529 -1.663 7.249
O -0.184 -2.025 7.098
O -2.568 -3.782 6.365
H -2.319 -2.047 5.199
H -3.559 -2.090 6.483
H -1.822 -2.033 8.268
H -1.578 -0.550 7.212
H 0.273 -1.620 6.347
H -1.679 -4.165 6.401
C -0.810 -0.870 -0.034
C -0.857 0.629 0.235
O 0.460 1.117 0.466
O -0.144 -1.047 -1.302
H -1.790 -1.297 -0.013
H -0.322 -1.347 0.780
H -1.491 0.919 1.058
H -1.262 1.084 -0.717
H 0.884 0.996 -0.422
H 0.452 -1.842 -1.259
C 2.937 5.246 0.959
C 3.089 6.700 0.703
O 1.993 7.175 -0.063
O 3.339 4.462 -0.198
H 1.918 4.959 1.342
H 3.628 5.059 1.847
H 4.043 6.984 0.292
H 3.150 7.190 1.718
H 2.346 7.795 -0.664
H 3.380 3.538 0.109
C -2.163 -4.327 3.000
C -2.419 -4.746 1.623
O -3.626 -5.520 1.506
O -3.178 -3.467 3.467
H -1.141 -3.906 3.089
H -2.157 -5.242 3.615
H -1.686 -5.475 1.311
H -2.366 -3.925 0.919
H -4.383 -4.908 1.725
H -3.320 -3.613 4.430
C -3.608 4.468 1.272
C -4.040 4.163 -0.159
O -2.999 4.458 -1.080
O -2.711 3.495 1.769
H -4.430 4.605 1.977
H -3.204 5.459 1.272
H -4.880 4.817 -0.537
H -4.341 3.127 -0.173
H -2.242 3.948 -0.787
H -3.226 2.749 2.141
C 0.599 4.162 -6.256
C 1.563 3.427 -7.271
O 1.736 4.315 -8.425
O 0.033 3.265 -5.318
H -0.110 4.737 -6.879
H 1.221 4.860 -5.660
H 1.235 2.423 -7.541
H 2.509 3.401 -6.702
H 2.223 3.867 -9.151
H 0.671 3.182 -4.575
O 0.889 -0.960 -3.781
H 0.586 -0.395 -4.495
H 1.025 -0.285 -3.094
O -2.184 0.107 -3.158
H -2.303 1.052 -2.889
H -1.317 -0.215 -2.900
O -3.120 -1.314 -5.298
H -2.904 -0.661 -5.999
H -2.992 -0.854 -4.465
O -1.486 1.893 4.980
H -1.273 1.929 5.923
H -1.008 2.583 4.518
O 2.319 -0.832 1.505
H 1.551 -0.558 0.950
H 2.279 -1.791 1.555
O -1.324 -3.064 -4.347
H -1.717 -2.427 -4.937
H -0.680 -2.442 -3.859
O 0.188 6.588 -2.206
H 0.522 6.663 -1.312
H -0.743 6.738 -2.116
O -1.262 -0.448 3.511
H -1.599 0.354 4.031
H -2.032 -0.718 2.884
O -0.012 3.852 0.022
H 0.245 3.004 0.398
H 0.805 4.252 -0.325
O 0.320 -5.258 -4.845
H -0.304 -4.478 -4.802
H 0.121 -5.594 -5.737
O -4.566 1.624 2.360
H -4.405 0.806 2.805
H -4.941 1.301 1.470
O 1.361 3.984 -2.997
H 2.199 4.403 -2.783
H 0.679 4.585 -2.612
O -0.163 3.037 2.797
H 0.448 3.490 2.214
H -1.020 3.190 2.338
O -3.314 -3.880 -2.128
H -2.899 -3.533 -2.946
H -3.859 -4.584 -2.444
O 4.523 -0.191 -1.027
H 4.363 0.390 -0.296
H 5.206 0.222 -1.586
O -0.637 0.677 -5.722
H -1.219 0.835 -4.939
H -0.379 1.587 -5.924
O 0.964 -1.530 4.691
H 0.155 -1.500 4.204
H 1.573 -2.165 4.273
O 2.449 -5.312 -3.243
H 1.738 -5.331 -3.898
H 3.333 -5.430 -3.601
O 1.977 1.291 3.395
H 1.856 0.353 3.612
H 1.176 1.571 2.940
O 2.940 -3.129 3.132
H 3.064 -4.067 2.918
H 3.746 -2.770 3.485
O 1.714 1.110 -1.963
H 2.635 0.880 -1.898
H 1.676 2.064 -2.296
O -2.208 2.815 -3.065
H -2.599 3.442 -2.430
H -1.828 3.251 -3.834
O 1.962 -2.956 -1.770
H 2.787 -2.526 -2.115
H 1.945 -3.831 -2.129
O 3.625 -1.783 -3.755
H 4.191 -1.946 -4.525
H 2.688 -1.584 -4.006
O -3.755 -1.141 2.396
H -3.544 -2.035 2.712
H -3.780 -1.052 1.435
O 3.913 1.711 0.831
H 3.268 1.246 1.408
H 4.468 2.221 1.420
*
```

Atom charges from the Mulliken analysis, given in e for atoms 1 to 2:
1 C -0.465
2 C -0.556

Record 5
Formula: C6H11O
Source: the OMol25 dataset
Level of theory: wB97M-V/def2-TZVPD

```
! RIJCOSX wB97M-V def2-TZVPD def2/J DEFGRID3
* xyz -1 1
C -1.824 1.215 -0.788
O -1.337 0.794 -1.969
C -0.752 1.937 0.072
C 0.536 1.145 0.324
C 0.402 -0.350 0.138
C 1.369 -1.244 0.287
C 1.119 -2.723 0.277
H -2.238 0.403 -0.127
H -2.622 1.995 -0.909
H -0.530 2.881 -0.428
H -1.181 2.257 1.040
H 1.294 1.484 -0.388
H 0.924 1.311 1.328
H -0.615 -0.723 0.027
H 2.416 -0.933 0.352
H 0.803 -3.110 1.248
H 1.942 -3.336 -0.089
H 0.296 -3.004 -0.397
*
```

Calculated values
energy relative to the best compared isomer or geometry (same formula, charge and spin): 8.0 kcal per mole
SMILES string: C/C=C/CCC[O-]

Atom charges from the Mulliken analysis, given in e for atoms 1 to 2:
1 C -0.633
2 O -0.868

Record 6
Formula: C6H7N
Source: the OMol25 dataset
Level of theory: wB97M-V/def2-TZVPD

```
! RIJCOSX wB97M-V def2-TZVPD def2/J DEFGRID3
* xyz 0 1
C -0.521 1.110 -1.756
C 0.064 0.401 -0.591
C 1.073 -0.450 -0.408
C 0.753 -1.070 0.929
C 0.161 0.030 1.751
N -0.720 0.469 0.642
C -0.744 -0.903 1.153
H -0.090 0.743 -2.689
H -0.379 2.190 -1.668
H -1.605 0.927 -1.778
H 1.965 -0.619 -0.992
H 1.272 -1.913 1.380
H 0.407 0.538 2.673
H -1.627 -1.490 1.368
*
```

Calculated values
energy relative to the best compared isomer or geometry (same formula, charge and spin): 90.5 kcal per mole
SMILES string: CC1=C[C@H]2[C@@H]3[C@H]2N13

Atom charges from the Mulliken analysis, given in e for atoms 1 to 2:
1 C -1.058
2 C 0.485

Record 7
Formula: C24H60BF4O20P4
Source: the OMol25 dataset
Level of theory: wB97M-V/def2-TZVPD

```
! RIJCOSX wB97M-V def2-TZVPD def2/J DEFGRID3
* xyz -1 1
B 15.067 47.478 54.634
F 15.210 46.450 55.525
F 14.925 46.913 53.390
F 13.869 48.181 54.954
F 16.102 48.277 54.643
C 13.019 52.851 57.044
C 12.470 52.749 55.670
O 11.505 53.461 55.308
C 13.034 51.747 54.787
H 14.143 53.038 57.062
H 12.920 51.707 57.458
H 12.737 53.575 57.638
H 13.040 50.829 55.182
H 13.927 52.135 54.322
H 12.609 51.563 53.821
C 11.996 46.032 57.692
C 10.831 45.736 56.736
O 9.883 45.091 57.151
C 11.056 46.058 55.282
H 12.957 45.384 57.423
H 11.682 45.819 58.842
H 12.172 47.305 57.526
H 12.094 45.681 55.146
H 11.127 47.103 54.955
H 10.304 45.791 54.612
C 20.555 47.338 56.667
C 19.988 45.841 56.304
O 20.738 45.044 55.895
C 18.453 45.686 56.258
H 21.338 47.589 56.067
H 20.864 47.517 57.690
H 19.784 48.110 56.514
H 18.125 45.555 57.327
H 18.187 44.757 55.876
H 17.901 46.493 55.810
C 15.819 50.519 56.951
C 14.867 50.132 58.195
O 14.584 50.965 59.020
C 14.453 48.669 58.306
H 16.360 49.555 56.595
H 16.408 51.306 57.080
H 14.953 50.610 56.258
H 13.371 48.834 58.674
H 15.228 48.148 59.123
H 14.562 48.100 57.445
C 15.404 43.516 53.938
O 14.778 42.277 53.841
P 14.515 41.388 55.150
O 14.470 39.897 54.987
O 15.661 41.772 56.277
C 16.797 40.830 56.268
O 13.199 41.865 56.016
C 13.086 41.780 57.358
H 16.490 43.466 54.369
H 14.722 44.104 54.487
H 15.497 43.943 53.188
H 17.534 41.332 56.874
H 17.144 40.805 55.041
H 16.797 39.871 56.830
H 13.089 40.632 57.723
H 12.125 42.217 57.579
H 13.935 42.179 57.926
C 11.292 49.620 47.685
O 11.397 50.148 49.010
P 11.260 49.205 50.300
O 9.902 48.517 50.099
O 12.311 48.071 50.298
C 13.053 47.785 51.343
O 11.206 49.939 51.815
C 10.430 49.480 52.844
H 10.344 49.122 47.299
H 12.164 49.059 47.452
H 11.592 50.422 46.935
H 13.579 46.899 51.233
H 12.160 47.465 52.050
H 13.670 48.376 51.717
H 10.737 50.108 53.633
H 10.486 48.540 53.295
H 9.499 49.675 52.425
C 16.674 52.070 48.978
O 15.267 52.296 48.991
P 14.394 51.931 50.312
O 13.862 50.515 50.183
O 15.232 52.053 51.616
C 16.105 50.896 52.091
O 13.225 52.955 50.410
C 12.455 53.351 49.351
H 17.002 52.787 49.779
H 17.170 52.390 48.097
H 17.067 51.065 49.297
H 15.624 50.017 51.937
H 16.117 50.766 53.158
H 17.220 50.800 51.628
H 12.996 53.879 48.541
H 11.678 53.894 49.619
H 12.179 52.339 48.835
C 16.617 47.136 50.269
O 18.015 47.186 49.807
P 19.021 48.207 50.505
O 18.770 49.489 49.946
O 18.903 48.410 52.074
C 18.929 47.383 52.978
O 20.553 47.828 49.978
C 21.661 48.176 50.713
H 16.199 48.005 50.237
H 16.431 46.574 51.393
H 16.196 46.555 49.590
H 19.901 47.124 53.054
H 18.370 46.518 52.509
H 18.641 47.620 54.091
H 21.953 49.381 50.898
H 22.498 47.782 50.298
H 21.300 47.646 51.579
*
```

Calculated values
energy relative to the best compared isomer or geometry (same formula, charge and spin): 92.2 kcal per mole

Atom charges from the Mulliken analysis, given in e for atoms 1 to 2:
1 B 0.398
2 F -0.341

Record 8
Formula: C6H11N
Source: the OMol25 dataset
Level of theory: wB97M-V/def2-TZVPD

```
! RIJCOSX wB97M-V def2-TZVPD def2/J DEFGRID3
* xyz 0 1
C -1.707 1.234 0.443
N -1.409 0.329 -0.667
C -0.413 -0.428 -1.195
C -0.547 -1.217 -2.294
C 1.914 0.001 1.827
C 1.296 0.165 0.462
C 0.690 -0.819 -0.241
H -2.752 1.493 0.363
H -1.649 0.627 1.368
H -0.965 2.019 0.558
H -2.238 0.242 -1.235
H 0.206 -1.938 -2.589
H -1.286 -0.976 -3.036
H 2.869 0.553 1.879
H 2.152 -1.073 1.928
H 1.345 0.389 2.662
H 1.356 1.195 0.120
H 1.139 -1.795 -0.353
*
```

Calculated values
energy relative to the best compared isomer or geometry (same formula, charge and spin): 64.7 kcal per mole
SMILES string: C=C(/C=C/C)NC

Atom charges from the Mulliken analysis, given in e for atoms 1 to 2:
1 C -0.779
2 N -0.233

no.,electronic energy (eV),HOMO energy (eV),frontier orbital gap (hartree)
1,-7360.4679,-8.63,0.355
2,-30350.9619,-9.65,0.315
3,-9339.5770,-15.46,0.352
4,-110478.1164,-9.48,0.352
5,-8446.5228,-2.30,0.230
6,-7821.7219,-8.35,0.351
7,-115515.5537,-7.20,0.338
8,-7887.7246,-7.38,0.307